# 1
{
  "formula": "C18H24F12O12S",
  "method": "wB97M-V/def2-TZVPD",
  "species": ["C", "C", "O", "C", "O", "C", "F", "F", "F", "H", "H", "H", "H", "H", "C", "C", "O", "C", "O", "C", "F", "F", "F", "H", "H", "H", "H", "H", "C", "C", "O", "C", "O", "C", "F", "F", "F", "H", "H", "H", "H", "H", "C", "C", "O", "C", "O", "C", "F", "F", "F", "H", "H", "H", "H", "H", "O", "S", "O", "O", "C", "C", "O", "H", "H", "H", "H"],
  "coordinates": [[3.74, 0.67, 3.95], [2.72, 1.34, 3.02], [2.77, 2.86, 3.21], [3.83, 3.57, 2.61], [4.81, 3.12, 2.06], [3.55, 5.09, 2.71], [2.30, 5.42, 3.17], [4.43, 5.61, 3.53], [3.72, 5.69, 1.55], [3.50, 0.96, 4.97], [4.77, 0.98, 3.81], [3.74, -0.39, 3.68], [1.72, 1.05, 3.34], [2.79, 1.11, 1.96], [-2.40, 6.43, -4.31], [-1.99, 5.22, -3.44], [-3.17, 4.59, -2.96], [-3.14, 3.36, -2.52], [-2.21, 2.57, -2.73], [-4.43, 2.87, -1.81], [-4.16, 2.06, -0.84], [-5.08, 3.91, -1.44], [-5.12, 2.15, -2.73], [-2.69, 7.37, -3.85], [-3.19, 6.12, -5.00], [-1.46, 6.62, -4.83], [-1.28, 5.55, -2.68], [-1.45, 4.51, -4.07], [-1.92, -0.35, -4.40], [-2.62, -1.37, -3.58], [-1.94, -2.59, -3.61], [-0.74, -2.79, -3.00], [-0.25, -1.96, -2.27], [0.13, -4.01, -3.52], [0.59, -4.83, -2.57], [-0.57, -4.71, -4.39], [1.16, -3.49, -4.13], [-1.86, -0.83, -5.38], [-0.92, -0.19, -4.00], [-2.37, 0.64, -4.45], [-3.62, -1.47, -4.01], [-2.71, -0.99, -2.56], [0.63, -8.03, 3.05], [1.20, -6.82, 3.79], [1.78, -5.97, 2.83], [1.92, -4.63, 2.98], [1.56, -4.01, 3.99], [2.66, -3.91, 1.83], [2.65, -4.62, 0.71], [2.03, -2.78, 1.46], [3.90, -3.61, 2.11], [-0.18, -7.76, 2.38], [0.27, -8.75, 3.78], [1.24, -8.59, 2.34], [1.93, -7.06, 4.56], [0.36, -6.39, 4.33], [-1.21, 3.14, 2.88], [-1.55, 1.84, 2.24], [-2.72, 1.09, 2.75], [-1.67, 2.04, 0.56], [-1.25, 0.88, -0.09], [-0.06, 0.30, 0.77], [-0.24, 0.90, 2.07], [-2.04, 0.13, -0.06], [-1.00, 1.20, -1.10], [0.88, 0.72, 0.40], [-0.08, -0.77, 0.95]],
  "charge": 0,
  "smiles": "CCOC(=O)C(F)(F)F.CCOC(=O)C(F)(F)F.CCOC(=O)C(F)(F)F.CCOC(=O)C(F)(F)F.O=S1(=O)OCCO1",
  "e_above_lowest_kj_mol": 236.64,
  "orbital_gap_ev": 11.466,
  "homo_energy_ev": -11.080
}

***

# 2
{
  "formula": "C19H41Br3O12S5",
  "method": "wB97M-V/def2-TZVPD",
  "species": ["C", "C", "C", "S", "O", "O", "C", "H", "H", "H", "H", "H", "H", "H", "H", "C", "C", "C", "S", "O", "O", "C", "H", "H", "H", "H", "H", "H", "H", "H", "C", "C", "C", "S", "O", "O", "C", "H", "H", "H", "H", "H", "H", "H", "H", "O", "S", "O", "O", "C", "C", "C", "H", "H", "H", "H", "H", "H", "H", "H", "O", "S", "O", "O", "C", "C", "C", "H", "H", "H", "H", "H", "H", "H", "H", "C", "Br", "Br", "Br", "H"],
  "coordinates": [[-0.54, 5.69, 3.34], [-1.63, 4.66, 2.89], [-2.12, 5.06, 1.50], [-0.66, 5.62, 0.68], [-0.87, 6.55, -0.42], [0.10, 4.39, 0.38], [0.00, 6.44, 2.17], [0.20, 5.14, 3.93], [-1.08, 6.40, 4.00], [-2.44, 4.66, 3.60], [-1.16, 3.69, 2.86], [-2.78, 5.92, 1.57], [-2.66, 4.29, 0.96], [-0.44, 7.43, 2.06], [1.10, 6.42, 2.16], [-1.74, -4.30, -4.88], [-1.01, -5.64, -4.74], [-0.67, -5.69, -3.17], [-0.07, -4.08, -2.86], [1.38, -4.17, -2.95], [-0.75, -3.46, -1.73], [-0.75, -3.27, -4.35], [-2.61, -4.22, -4.25], [-2.00, -4.05, -5.89], [-0.08, -5.54, -5.23], [-1.63, -6.43, -5.21], [0.05, -6.49, -2.98], [-1.52, -5.89, -2.50], [0.06, -3.17, -5.09], [-1.11, -2.31, -3.97], [1.49, -0.25, 4.55], [0.20, -1.02, 4.22], [-1.01, -0.02, 4.28], [-0.46, 1.23, 5.59], [-1.20, 1.02, 6.82], [-0.41, 2.62, 5.13], [1.20, 0.52, 5.81], [1.70, 0.34, 3.69], [2.37, -0.92, 4.61], [-0.04, -1.78, 4.96], [0.24, -1.48, 3.23], [-2.03, -0.42, 4.52], [-1.04, 0.62, 3.34], [1.20, -0.11, 6.72], [1.77, 1.42, 6.01], [0.81, 0.11, -2.90], [1.12, 1.47, -3.18], [1.51, 1.67, -4.50], [-0.12, 2.30, -2.82], [-0.46, 3.61, -3.27], [-1.50, 3.64, -4.42], [2.35, 2.11, -2.15], [0.40, 4.07, -3.79], [-0.72, 4.18, -2.41], [-2.54, 3.67, -3.99], [-1.31, 2.75, -5.08], [-1.36, 4.51, -5.03], [3.34, 1.87, -2.57], [2.11, 1.69, -1.17], [2.21, 3.20, -2.16], [2.47, -1.41, 1.80], [2.71, -2.43, 0.82], [3.86, -3.25, 0.83], [1.45, -3.36, 0.89], [1.52, -4.78, 0.82], [0.15, -5.42, 1.00], [2.61, -1.72, -0.78], [2.23, -5.32, 1.48], [1.87, -5.02, -0.18], [-0.22, -5.34, 2.01], [0.27, -6.48, 0.75], [-0.58, -4.87, 0.38], [1.81, -0.99, -0.82], [2.33, -2.62, -1.32], [3.60, -1.39, -0.92], [-1.58, -0.51, -0.63], [-2.59, -1.48, 0.71], [-0.95, 1.07, 0.32], [-2.69, 0.03, -2.11], [-0.67, -0.96, -1.00]],
  "charge": 0,
  "orbital_gap_ev": 10.053,
  "homo_energy_ev": -9.841
}

***

# 3
{
  "formula": "C7H14N2",
  "method": "wB97M-V/def2-TZVPD",
  "species": ["C", "C", "C", "N", "C", "C", "N", "C", "C", "H", "H", "H", "H", "H", "H", "H", "H", "H", "H", "H", "H", "H", "H"],
  "coordinates": [[-0.67, 0.04, -1.98], [-1.46, -1.02, 1.96], [0.49, 2.06, 0.96], [0.31, 0.22, -0.89], [0.35, -0.95, 0.08], [-0.50, -0.37, 1.02], [1.53, 0.72, -1.45], [-0.52, 1.00, 0.57], [1.04, -2.08, -0.20], [1.81, 0.11, -2.23], [2.24, 0.59, -0.73], [-1.51, 1.46, 0.40], [-0.77, 0.97, -2.53], [-0.33, -0.76, -2.65], [-1.62, -0.26, -1.54], [-1.13, -1.03, 3.00], [-2.42, -0.50, 1.94], [-1.63, -2.06, 1.66], [1.40, -2.30, -1.20], [1.21, -2.83, 0.57], [0.60, 2.83, 0.19], [0.13, 2.54, 1.87], [1.46, 1.62, 1.18]],
  "charge": 0,
  "e_above_lowest_kj_mol": 446.38,
  "orbital_gap_ev": 6.866,
  "homo_energy_ev": -5.985
}

***

# 4
{
  "formula": "C35H52AsEuP3Se",
  "method": "wB97M-V/def2-TZVPD",
  "species": ["Eu", "P", "P", "P", "H", "C", "C", "H", "C", "C", "C", "C", "C", "C", "C", "C", "C", "H", "H", "H", "H", "H", "H", "H", "H", "H", "H", "H", "H", "H", "H", "H", "H", "H", "H", "H", "H", "H", "H", "H", "H", "H", "H", "H", "H", "H", "C", "C", "C", "C", "C", "C", "Se", "H", "H", "H", "H", "H", "H", "C", "C", "C", "C", "C", "C", "As", "C", "C", "C", "C", "C", "C", "C", "C", "C", "C", "C", "C", "H", "H", "H", "H", "H", "H", "H", "H", "H", "H", "H", "H", "H", "H", "H"],
  "coordinates": [[0.23, -0.72, -0.29], [1.98, 0.05, 1.94], [2.14, -0.79, -2.47], [1.96, -3.19, 0.31], [-3.18, -2.17, 3.07], [-2.35, -2.76, 3.48], [-1.38, -2.18, 4.21], [-1.37, -1.10, 4.39], [1.61, 1.63, 2.77], [3.63, 0.45, 1.22], [2.40, -0.97, 3.40], [1.45, -1.75, -3.88], [2.29, 0.87, -3.25], [3.88, -1.35, -2.50], [1.19, -3.96, 1.80], [3.74, -3.41, 0.68], [1.72, -4.57, -0.88], [-2.34, -3.83, 3.26], [-0.61, -2.78, 4.70], [0.57, 1.64, 3.11], [1.74, 2.48, 2.08], [2.27, 1.75, 3.63], [3.51, 1.22, 0.45], [4.08, -0.44, 0.75], [4.30, 0.82, 2.01], [1.48, -1.43, 3.79], [2.82, -0.31, 4.18], [3.12, -1.76, 3.16], [1.97, -1.46, -4.80], [0.37, -1.53, -3.98], [1.56, -2.83, -3.69], [2.71, 0.77, -4.26], [2.93, 1.51, -2.64], [1.29, 1.33, -3.32], [4.32, -1.16, -3.49], [3.94, -2.42, -2.26], [4.45, -0.79, -1.74], [1.26, -5.05, 1.71], [0.13, -3.67, 1.88], [1.71, -3.64, 2.71], [3.97, -4.49, 0.71], [4.00, -2.96, 1.64], [4.34, -2.94, -0.11], [2.22, -5.47, -0.48], [2.15, -4.31, -1.86], [0.64, -4.76, -1.02], [-2.85, -3.72, -0.87], [-3.68, -3.85, 0.26], [-4.80, -4.68, 0.22], [-5.10, -5.41, -0.94], [-4.28, -5.28, -2.07], [-3.17, -4.44, -2.04], [-1.28, -2.69, -0.85], [-1.65, -0.78, -0.45], [-3.42, -3.30, 1.17], [-5.44, -4.77, 1.11], [-5.99, -6.04, -0.97], [-4.51, -5.83, -2.98], [-2.53, -4.33, -2.91], [-3.42, 3.39, 3.26], [-3.16, 4.31, 2.24], [-2.34, 3.94, 1.16], [-1.76, 2.67, 1.13], [-2.06, 1.72, 2.13], [-2.88, 2.10, 3.20], [-0.51, 2.19, -0.31], [-1.50, 2.91, -1.84], [-2.29, 2.01, -2.58], [-3.04, 2.48, -3.67], [-3.00, 3.83, -4.02], [-2.21, 4.72, -3.29], [-1.45, 4.26, -2.20], [0.75, 3.69, -0.12], [1.65, 3.90, -1.18], [2.62, 4.91, -1.08], [2.68, 5.72, 0.06], [1.77, 5.52, 1.10], [0.81, 4.50, 1.02], [-4.04, 3.68, 4.11], [-3.59, 5.31, 2.27], [-2.15, 4.65, 0.35], [-1.66, 0.70, 2.08], [-3.08, 1.38, 4.00], [-2.32, 0.95, -2.30], [-3.65, 1.78, -4.24], [-3.59, 4.19, -4.86], [-2.18, 5.78, -3.55], [-0.82, 4.96, -1.65], [1.59, 3.30, -2.08], [3.33, 5.06, -1.89], [3.42, 6.51, 0.13], [1.80, 6.15, 1.99], [0.12, 4.34, 1.85]],
  "charge": 3,
  "e_above_lowest_kj_mol": 0.00,
  "orbital_gap_ev": [4.403, 4.621],
  "s2": 12.024,
  "homo_energy_ev": [-15.770, -15.766],
  "multiplicity": 7
}

***

Summary of M in g mol⁻¹
692.42, 861.57, 126.20, 871.57
(order as listed above)
Summary of largest force on an atom in eV Å⁻¹
4.6, 4.5, 0.5, 5.2
(order as listed above)